Record 1
ORCA calculation (ωB97M-V/def2-TZVPD) on a structure of composition C30H30AgF5NOPSe.

For the energy, the calculation gives -4680.17928 hartree. The HOMO energy comes out at -0.11 eV. Its relative energy (zero: lowest compared OMol25 entry of this formula, charge and spin) is 16.4 kcal per mole.

```
! wB97M-V def2-TZVPD RIJCOSX def2/J DEFGRID3
* xyz -2 1
Ag 0.0348 -0.5285 -1.2391
O -2.9345 -0.0304 -0.7775
C -3.3262 1.2477 -0.8738
C -2.2159 2.2908 -0.8374
C -2.5180 3.6197 -1.1668
C -1.5238 4.5735 -1.1299
C -0.2329 4.1914 -0.7687
C -0.0229 2.8604 -0.4579
N -0.9858 1.9369 -0.4826
H -2.2320 -0.4099 -1.9686
H -4.0186 1.5394 -0.0447
H -3.8951 1.4669 -1.8115
H -3.5297 3.8740 -1.4641
H -1.7394 5.6043 -1.3918
H 0.5887 4.8953 -0.7454
H 0.9682 2.5002 -0.1977
C -1.7506 -2.4774 0.8847
P -0.6671 -1.0332 1.1666
C 0.5153 -1.7373 2.3986
C 0.1581 -2.1245 3.6905
C 1.0973 -2.6554 4.5599
C 2.4162 -2.8082 4.1442
C 2.7821 -2.4314 2.8617
C 1.8372 -1.8975 1.9909
C -1.6770 0.0222 2.2667
C -1.0481 0.9078 3.1422
C -1.7847 1.7920 3.9145
C -3.1701 1.8130 3.8160
C -3.8050 0.9467 2.9362
C -3.0662 0.0603 2.1629
H -2.5023 -2.1778 0.1535
H -2.2134 -2.8557 1.7997
H -1.1288 -3.2510 0.4311
H -0.8664 -1.9953 4.0226
H 0.8046 -2.9468 5.5624
H 3.1566 -3.2171 4.8223
H 3.8073 -2.5420 2.5291
H 2.1294 -1.6036 0.9862
H 0.0336 0.9056 3.2199
H -1.2742 2.4729 4.5857
H -3.7489 2.5103 4.4111
H -4.8837 0.9715 2.8319
H -3.5628 -0.5667 1.4341
F 7.8106 -0.8820 2.1834
C 6.7697 -0.8606 1.3198
C 6.1577 0.3323 0.9773
F 6.6118 1.4843 1.5160
C 5.0966 0.3389 0.0900
F 4.5717 1.5457 -0.1854
C 4.5746 -0.8139 -0.5015
Se 3.0988 -0.8003 -1.7041
C 5.2256 -1.9927 -0.1245
F 4.8317 -3.1819 -0.6158
C 6.2924 -2.0309 0.7562
F 6.8755 -3.2062 1.0812
C -2.8223 -0.4061 -4.7976
C -1.4471 -0.2990 -4.1039
C -1.0788 1.1881 -4.0634
C -0.4219 -1.0059 -5.0004
C -1.5130 -0.9065 -2.7095
H -2.8266 0.0336 -5.8045
H -3.5789 0.0967 -4.1897
H -3.1148 -1.4567 -4.8825
H -1.0730 1.6304 -5.0678
H -0.0898 1.3197 -3.6178
H -1.7968 1.7407 -3.4527
H -0.3375 -0.5356 -5.9892
H -0.7086 -2.0525 -5.1442
H 0.5575 -0.9955 -4.5159
H -1.6707 -1.9969 -2.8211
*
```

=====

Record 2
ORCA calculation (ωB97M-V/def2-TZVPD) on a cluster of 2 separate species, C30H30BF9O2 in total.

For the energy, the calculation gives -2235.28656 hartree. The HOMO energy comes out at -6.73 eV.

```
! wB97M-V def2-TZVPD RIJCOSX def2/J DEFGRID3
* xyz 0 1
C 6.0674 -0.9846 1.9968
C 4.6984 -1.1608 1.3499
C 4.8976 -1.6490 -0.0866
C 3.6431 -2.1058 2.1293
C 3.6874 -3.5710 1.7341
C 3.8447 -2.0022 3.6402
O 2.3822 -1.5818 1.7550
B 2.6261 -0.2251 1.3450
C 2.1314 0.0441 -0.2207
C 2.9326 0.8239 -1.0509
C 2.4948 1.1867 -2.3273
C 1.2587 0.7359 -2.7616
C 0.7011 1.3460 -4.0171
F -0.1803 0.5326 -4.6622
F 0.0339 2.5104 -3.7195
F 1.6672 1.6779 -4.9158
C 0.5372 -0.1856 -2.0071
C 0.9557 -0.5060 -0.7095
C 1.6777 0.8939 2.2793
C 2.4044 2.1998 2.4815
O 4.0356 0.0848 1.3732
H 6.6034 -1.9415 2.0146
H 6.6575 -0.2735 1.4045
H 5.9744 -0.5969 3.0181
H 5.4966 -2.5690 -0.0869
H 3.9362 -1.8420 -0.5761
H 5.4375 -0.8888 -0.6637
H 4.6909 -3.9829 1.9039
H 2.9754 -4.1252 2.3557
H 3.4050 -3.7145 0.6845
H 4.7571 -2.5358 3.9535
H 3.9183 -0.9543 3.9625
H 2.9891 -2.4682 4.1424
H 3.9151 1.1791 -0.7454
H 3.1175 1.8155 -2.9581
H -0.3553 -0.6448 -2.4113
H 0.3462 -1.1727 -0.0971
H 0.7032 0.9917 1.8003
H 1.5726 0.3967 3.2527
H 1.7898 2.8833 3.0740
H 3.3317 2.0330 3.0316
H 2.6713 2.7141 1.5574
F -3.2430 1.3746 -5.9791
C -3.7503 2.2253 -5.0409
F -3.5059 3.4914 -5.4770
F -5.1140 2.0576 -5.0308
C -3.1748 1.9408 -3.6861
C -2.9576 2.9857 -2.7955
C -2.5031 2.7067 -1.5134
C -2.4405 1.3649 -1.0575
C -2.5017 0.9984 0.3432
C -3.6421 0.2612 0.7959
C -4.6636 -0.2199 -0.0966
C -5.8273 -0.8041 0.3700
C -6.0209 -0.9395 1.7380
C -7.2821 -1.5809 2.2177
F -7.6189 -1.2425 3.4958
F -8.3484 -1.2351 1.4243
F -7.1795 -2.9504 2.1877
C -5.0620 -0.5132 2.6591
C -3.8904 0.0582 2.1919
C -2.5433 0.3360 -2.0389
C -2.8939 0.6262 -3.3439
H -3.1313 4.0098 -3.1148
H -2.2974 3.5313 -0.8250
H -1.8745 1.5044 1.0769
H -4.5899 -0.1126 -1.1779
H -6.5936 -1.1377 -0.3218
H -5.2513 -0.6291 3.7280
H -3.1427 0.3947 2.9064
H -2.4146 -0.7133 -1.7635
H -2.9715 -0.1566 -4.0952
*
```

=====

Record 3
ORCA calculation (ωB97M-V/def2-TZVPD) on a structure of composition C30H30Br45F2N3O2S.

For the energy, the calculation gives -117904.29660 hartree. The HOMO energy comes out at -8.76 eV. Its relative energy (zero: lowest compared OMol25 entry of this formula, charge and spin) is 0.0 kcal per mole.

```
! wB97M-V def2-TZVPD RIJCOSX def2/J DEFGRID3
* xyz 0 1
C 4.8045 -2.0413 2.3054
C 5.5742 -1.0036 1.4733
S 5.5675 -1.5006 -0.2608
C 4.2643 -0.4575 -0.9336
C 2.9131 -0.7588 -0.3838
N 2.3943 0.1635 0.3405
C 1.1571 -0.0828 0.8400
C 0.5370 0.8699 1.5973
C -0.6582 0.6958 2.0754
C -1.3139 -0.4909 1.8214
C -0.7417 -1.4148 1.0963
C -1.4587 -2.6874 0.7883
O -1.3959 -3.6738 1.4808
N -2.1860 -2.6437 -0.4149
C -3.0123 -3.7767 -0.5990
O -4.1752 -3.8332 -0.3240
F -2.3664 -4.7602 -1.1529
C 0.5196 -1.2463 0.5757
N 1.0661 -2.2470 -0.1633
C 2.2358 -1.9854 -0.6224
C 2.8741 -3.0473 -1.4503
C 3.0798 -2.6568 -2.9010
F 4.4162 -2.5997 -3.2175
H 4.8796 -2.9928 1.8104
H 5.1801 -2.1096 3.3106
H 3.7553 -1.7709 2.2840
H 6.6077 -1.0461 1.7722
H 5.1731 -0.0134 1.5986
H 4.4764 0.5623 -0.6599
H 4.2646 -0.4726 -2.0077
H 1.0470 1.7986 1.7746
H -1.0937 1.4936 2.6419
H -2.3173 -0.6179 2.2168
H -2.7433 -1.7993 -0.4307
H 3.7797 -3.4132 -1.0005
H 2.1958 -3.8852 -1.4504
H 2.6651 -3.4207 -3.5425
H 2.6104 -1.7143 -3.1498
C -6.1726 -0.2780 1.5247
Br -7.0381 -0.3297 -0.1916
Br -4.2487 -0.3103 1.3588
Br -6.7463 1.2324 2.5671
H -6.4651 -1.1705 2.0582
C 5.0877 1.7912 7.1334
Br 4.6562 0.1623 8.0570
Br 6.4460 1.5167 5.7982
Br 3.5329 2.6191 6.3650
H 5.4942 2.4777 7.8608
C 9.1250 -3.7335 2.4665
Br 10.4740 -2.4027 2.8290
Br 7.9543 -3.9994 3.9698
Br 8.1574 -3.4112 0.8281
H 9.6578 -4.6595 2.3141
C -3.6369 -8.1156 -1.6852
Br -3.7894 -9.6370 -0.5212
Br -2.4642 -8.4656 -3.1677
Br -5.3602 -7.5019 -2.2889
H -3.1970 -7.3141 -1.1108
C -4.3176 -5.9920 -5.9406
Br -6.0317 -5.3101 -6.4732
Br -3.6249 -7.2548 -7.2107
Br -3.0647 -4.5744 -5.6065
H -4.4548 -6.5258 -5.0104
C -4.5997 3.5969 -0.5787
Br -4.7259 4.2111 -2.4014
Br -2.8117 3.0696 -0.0980
Br -5.2765 4.9051 0.6557
H -5.2287 2.7207 -0.5024
C -2.2667 6.9124 -2.2569
Br -2.2707 7.3589 -4.1278
Br -0.5733 6.2103 -1.6804
Br -2.8166 8.3953 -1.1633
H -2.9936 6.1262 -2.1179
C 2.4557 8.2801 0.7127
Br 2.9129 8.4890 -1.1438
Br 0.7163 9.0035 1.1001
Br 2.5922 6.4428 1.2739
H 3.1744 8.8442 1.2868
C -7.0198 -1.1325 -6.9293
Br -8.1282 -1.2396 -8.4985
Br -5.1567 -1.2001 -7.3926
Br -7.4669 0.3993 -5.8571
H -7.2284 -2.0057 -6.3298
C 10.8049 -1.0887 7.3706
Br 10.4236 -2.6699 8.3965
Br 12.2077 -1.3975 6.0865
Br 9.2242 -0.3118 6.6063
H 11.1818 -0.3487 8.0595
C 7.1420 5.4561 5.9946
Br 8.7525 6.4824 6.2091
Br 6.1523 5.3390 7.6427
Br 6.0530 6.1281 4.5604
H 7.4344 4.4506 5.7294
C 1.7098 -5.9380 -7.8936
Br 1.6486 -5.7397 -9.8053
Br 0.0744 -5.3477 -7.0673
Br 2.1507 -7.7378 -7.3781
H 2.5009 -5.3008 -7.5328
C -3.8744 7.4067 3.8093
Br -2.6099 6.7162 2.5412
Br -3.5556 9.2530 4.2373
Br -5.6850 7.1190 3.2127
H -3.7415 6.8403 4.7181
C -6.3143 4.1012 -7.4985
Br -8.1040 4.0165 -6.7942
Br -5.0526 4.4840 -6.0952
Br -5.8470 2.5152 -8.4813
H -6.2861 4.9250 -8.1945
C -10.7317 0.6532 2.9223
Br -11.7621 1.3116 4.4064
Br -10.5700 -1.2631 2.9643
Br -11.4287 1.2685 1.2397
H -9.7352 1.0567 3.0202
*
```

=====

Record 4
ORCA calculation (ωB97M-V/def2-TZVPD) on a structure of composition C30H30BrN9O4PdS.

For the energy, the calculation gives -5055.06250 hartree. The HOMO energy comes out at -7.34 eV. Its relative energy (zero: lowest compared OMol25 entry of this formula, charge and spin) is 0.0 kcal per mole.

```
! wB97M-V def2-TZVPD RIJCOSX def2/J DEFGRID3
* xyz 0 1
Pd -0.3661 0.2737 -0.4325
Br 8.7151 3.7835 3.6423
C 7.3771 4.4361 2.4735
C 6.0701 3.9914 2.6196
C 5.0895 4.4485 1.7584
C 5.4104 5.3637 0.7540
C 6.7150 5.8368 0.6595
C 7.7088 5.3632 1.5006
N 4.4781 6.0197 -0.1055
N 3.3768 5.5452 -0.4618
C 3.0329 4.1754 -0.4493
C 3.9082 3.1008 -0.5173
C 3.4736 1.7799 -0.5996
C 2.1146 1.4769 -0.6005
O 1.6351 0.2678 -0.6811
C 1.2040 2.5815 -0.5628
N -0.1231 2.2492 -0.6034
C -1.0408 3.1844 -0.6406
C -0.6872 4.5461 -0.6365
C 0.6270 4.9102 -0.5679
C 1.6330 3.9134 -0.5264
H 5.8211 3.2885 3.4024
H 4.0726 4.1067 1.8913
H 6.9352 6.5866 -0.0890
H 8.7237 5.7241 1.4116
H 4.9733 3.2871 -0.5401
H 4.1871 0.9704 -0.6749
H -2.0705 2.8547 -0.6763
H -1.4722 5.2873 -0.6840
H 0.9249 5.9492 -0.5547
N -5.2772 -5.5635 -0.9276
C -4.8627 -4.2415 -1.0483
C -3.7320 -3.9218 -1.8025
C -3.2812 -2.6171 -1.8698
C -3.9509 -1.6079 -1.1898
C -5.1010 -1.9090 -0.4704
C -5.5449 -3.2160 -0.3909
S -3.3649 0.0540 -1.3412
O -2.4846 0.0656 -2.4861
O -4.4977 0.9332 -1.3284
N -2.3644 0.3756 -0.0851
C -2.7533 0.2626 1.2261
N -4.0331 0.0283 1.5332
C -4.3328 -0.0505 2.8225
C -3.3952 0.1026 3.8267
C -2.0975 0.3423 3.3995
N -1.7618 0.4203 2.1232
H -4.9997 -6.1740 -1.6788
H -6.2401 -5.6929 -0.6629
H -3.2138 -4.7012 -2.3494
H -2.4209 -2.3699 -2.4747
H -5.6420 -1.1105 0.0140
H -6.4404 -3.4459 0.1745
H -5.3750 -0.2452 3.0576
H -3.6556 0.0428 4.8725
H -1.2905 0.4754 4.1136
C -0.8017 -5.2359 -0.4176
N -0.4854 -3.9510 0.1849
C -1.0595 -3.7528 1.5081
C -0.2227 -2.8406 -0.5557
O -0.5875 -1.7384 -0.1027
N 0.4037 -3.0002 -1.7515
C 1.5052 -3.9408 -1.9005
C 0.4474 -1.8858 -2.6933
H -1.8445 -5.4849 -0.2061
H -0.1650 -6.0249 -0.0109
H -0.6744 -5.1966 -1.4953
H -0.7902 -4.6040 2.1337
H -2.1506 -3.6799 1.4535
H -0.6734 -2.8394 1.9491
H 1.5766 -4.5955 -1.0376
H 2.4435 -3.3863 -1.9867
H 1.3786 -4.5467 -2.7998
H -0.4840 -1.3239 -2.6708
H 0.5748 -2.3024 -3.6932
H 1.2746 -1.2075 -2.4739
*
```

=====

Record 5
ORCA calculation (ωB97M-V/def2-TZVPD) on a structure of composition C30H30CsN2O6P3S.

For the energy, the calculation gives -3164.86385 hartree. The HOMO energy comes out at -1.61 eV. Its relative energy (zero: lowest compared OMol25 entry of this formula, charge and spin) is 5.7 kcal per mole.

```
! wB97M-V def2-TZVPD RIJCOSX def2/J DEFGRID3
* xyz -2 1
Cs -1.0630 0.8051 -0.1370
C 0.2053 -3.1024 -3.8023
C 1.0055 -1.9792 -3.9537
C 1.6004 -1.3883 -2.8448
C 1.3983 -1.9166 -1.5730
C 0.5775 -3.0362 -1.4272
C -0.0074 -3.6296 -2.5344
P 2.1350 -1.2123 -0.0444
C 3.3427 -2.5580 0.3310
C 3.6577 -2.7926 1.6681
C 4.5856 -3.7644 2.0224
C 5.2056 -4.5241 1.0414
C 4.8919 -4.3083 -0.2951
C 3.9689 -3.3338 -0.6445
C 3.1537 0.1615 -0.6588
C 4.5432 0.0924 -0.7809
C 5.2358 1.1877 -1.2795
C 4.5153 2.3149 -1.6579
C 3.1288 2.3421 -1.5235
C 2.3603 1.2821 -1.0013
H -0.2685 -3.5538 -4.6665
H 1.1607 -1.5509 -4.9372
H 2.2088 -0.4996 -2.9574
H 0.3757 -3.4326 -0.4389
H -0.6519 -4.4899 -2.3998
H 3.1549 -2.2197 2.4396
H 4.8121 -3.9352 3.0682
H 5.9233 -5.2888 1.3158
H 5.3665 -4.9030 -1.0672
H 3.7238 -3.1720 -1.6879
H 5.0876 -0.8004 -0.4896
H 6.3164 1.1597 -1.3743
H 5.0416 3.1798 -2.0565
H 2.6310 3.2598 -1.8392
N -1.8046 -3.1472 4.2822
C -2.0517 -2.0967 3.2192
C -3.3825 -1.4061 3.4733
P -0.6770 -0.8629 3.5758
O 0.6355 -1.5235 2.9328
O -0.5450 -1.0424 5.0679
O -1.0246 0.4322 2.9416
P -1.9489 -3.0202 1.6204
O -3.4870 -3.5488 1.4146
O -1.6548 -2.0645 0.5181
O -1.1247 -4.2236 1.9578
H -2.6715 -3.5636 4.6095
H -1.2786 -2.6191 5.0251
H -1.2374 -3.8698 3.7955
H -3.3692 -0.8714 4.4261
H -4.2079 -2.1234 3.4584
H -3.5537 -0.6696 2.6895
H 0.7790 -1.3061 1.9888
H -3.9134 -2.9593 0.7803
C 0.1641 4.2366 -1.0503
C -1.2669 4.7062 -1.0247
C -1.5522 6.0754 -0.7905
C -2.8506 6.4772 -0.7593
C -3.8912 5.5425 -0.9673
C -5.2498 5.9370 -0.9543
C -6.2066 4.9817 -1.1731
C -5.8580 3.6453 -1.4064
C -4.5422 3.1841 -1.4310
S -4.1918 1.5213 -1.7399
C -3.5215 4.1928 -1.1959
N -2.2110 3.8190 -1.2078
H 0.8293 5.0348 -1.3844
H 0.2874 3.3755 -1.7054
H 0.5029 3.9260 -0.0583
H -0.7390 6.7757 -0.6410
H -3.1099 7.5164 -0.5808
H -5.5052 6.9751 -0.7728
H -7.2566 5.2577 -1.1677
H -6.6363 2.9123 -1.5795
*
```

=====

Record 6
ORCA calculation (ωB97M-V/def2-TZVPD) on a structure of composition C30H30IN2Pd.

For the energy, the calculation gives -1696.06710 hartree. The HOMO energy (spin up / spin down) comes out at -10.71 / -10.71 eV. Its relative energy (zero: lowest compared OMol25 entry of this formula, charge and spin) is 15.3 kcal per mole.

```
! wB97M-V def2-TZVPD RIJCOSX def2/J DEFGRID3
* xyz 1 1
Pd 0.0195 -0.0840 -0.9516
I 2.2329 -1.3305 -1.8992
C 1.3447 -3.1569 -1.4892
C 2.0345 -4.3273 -1.5460
C 1.3200 -5.5336 -1.3486
C -0.0322 -5.5170 -1.1626
C -0.7522 -4.2960 -1.1273
C -2.1669 -4.2487 -1.0070
C -2.8232 -3.0552 -1.0069
C -2.0992 -1.8329 -1.0536
C -0.7422 -1.8516 -1.1530
C -0.0390 -3.0825 -1.2409
H 3.0944 -4.3501 -1.7597
H 1.8562 -6.4725 -1.3729
H -0.5798 -6.4446 -1.0513
H -2.7164 -5.1790 -0.9357
H -3.9029 -3.0255 -0.9379
H -2.6428 -0.8945 -0.9834
C -2.5120 -0.8458 2.1606
C -1.1781 -1.3991 2.5796
C -1.1100 -2.5283 3.3917
C 0.1074 -3.0233 3.8266
C 1.2850 -2.3875 3.4605
C 1.2645 -1.2636 2.6445
C 2.5340 -0.5531 2.2626
C 0.0231 -0.8012 2.2112
N 0.0208 0.2818 1.2644
C -0.1249 1.4983 1.5976
C -0.3591 1.9943 2.9863
C 0.0032 2.5387 0.4508
C -0.1326 3.9802 0.8161
N 0.2134 2.0889 -0.7232
C 0.3599 2.9605 -1.8545
C 1.5502 3.6614 -2.0260
C 2.6860 3.5445 -1.0456
C 1.6634 4.4637 -3.1573
C 0.6290 4.5547 -4.0747
C -0.5312 3.8186 -3.8890
C -0.6807 2.9955 -2.7796
C -1.9134 2.1542 -2.5934
H -3.2557 -1.6387 2.0942
H -2.4674 -0.3504 1.1932
H -2.8760 -0.1159 2.8892
H -2.0311 -3.0180 3.6845
H 0.1409 -3.9023 4.4563
H 2.2377 -2.7650 3.8111
H 3.4040 -1.1380 2.5544
H 2.6104 0.4193 2.7568
H 2.5884 -0.3739 1.1869
H -0.3469 1.1686 3.6941
H -1.3303 2.4912 3.0378
H 0.3924 2.7291 3.2766
H -1.0765 4.1466 1.3372
H -0.0903 4.6204 -0.0613
H 0.6641 4.2696 1.5045
H 2.8347 2.5128 -0.7205
H 2.5172 4.1469 -0.1490
H 3.6121 3.8941 -1.4977
H 2.5804 5.0177 -3.3167
H 0.7325 5.1902 -4.9438
H -1.3310 3.8719 -4.6172
H -2.5924 2.2732 -3.4355
H -2.4577 2.4119 -1.6823
H -1.6629 1.0874 -2.5353
*
```